DFT (ωB97M-V with the def2-TZVPD basis set) results for a 6-piece molecular cluster, C68H150F3NO5P4 overall at a distorted geometry.

* net charge: +2
* E_tot: -129958.9335 eV
* highest occupied orbital energy: -7.06 eV
* Kohn-Sham gap: 4.101 eV
* E_LUMO: -2.9586 eV

Each atom is followed by the atoms it is bonded to, with distances in Å.
Geometry (Å):
1 C 3.030 -1.115 -10.593  C2 1.489, H18 1.090, H19 1.090, H20 1.090
2 C 1.779 -0.848 -11.355  C1 1.489, C3 1.582, H21 1.090, H22 1.090
3 C 1.285 0.653 -11.283  C2 1.582, C4 1.521, H23 1.090, H24 1.090
4 C 0.439 0.939 -10.052  C3 1.521, P5 1.849, H25 1.090, H26 1.090
5 P -0.621 2.453 -10.063  C4 1.849, C6 1.835, C10 1.833, C14 1.843
6 C -1.709 2.770 -8.620  P5 1.835, C7 1.553, H27 1.090, H28 1.090
7 C -2.068 4.200 -8.133  C6 1.553, C8 1.534, H29 1.090, H30 1.090
8 C -2.988 5.014 -9.053  C7 1.534, C9 1.520, H31 1.090, H32 1.090
9 C -4.424 4.644 -8.719  C8 1.520, H33 1.090, H34 1.090, H35 1.090
10 C -1.650 2.450 -11.580  P5 1.833, C11 1.550, H36 1.090, H37 1.090
11 C -1.388 3.390 -12.783  C10 1.550, C12 1.517, H38 1.090, H39 1.090
12 C -2.422 3.507 -13.887  C11 1.517, C13 1.563, H40 1.090, H41 1.090
13 C -1.970 4.480 -15.024  C12 1.563, H42 1.090, H43 1.090, H44 1.090
14 C 0.479 3.915 -10.289  P5 1.843, C15 1.528, H45 1.090, H46 1.090
15 C 1.610 3.937 -9.261  C14 1.528, C16 1.591, H47 1.090, H48 1.090
16 C 2.356 5.342 -9.281  C15 1.591, C17 1.545, H49 1.090, H50 1.090
17 C 1.503 6.527 -8.774  C16 1.545, H51 1.090, H52 1.090, H53 1.090
18 H 3.884 -0.477 -10.821  C1 1.090
19 H 3.352 -2.150 -10.706  C1 1.090
20 H 2.828 -1.116 -9.522  C1 1.090
21 H 0.910 -1.438 -11.065  C2 1.090
22 H 1.928 -1.163 -12.387  C2 1.090
23 H 0.599 0.898 -12.093  C3 1.090
24 H 2.036 1.443 -11.316  C3 1.090
25 H 1.070 0.973 -9.163  C4 1.090
26 H -0.296 0.142 -9.942  C4 1.090
27 H -1.194 2.100 -7.932  C6 1.090
28 H -2.590 2.137 -8.719  C6 1.090
29 H -1.212 4.861 -8.004  C7 1.090
30 H -2.430 4.046 -7.116  C7 1.090
31 H -2.688 5.009 -10.101  C8 1.090
32 H -2.833 6.054 -8.765  C8 1.090
33 H -4.681 4.897 -7.690  C9 1.090
34 H -4.495 3.557 -8.725  C9 1.090
35 H -5.338 4.895 -9.256  C9 1.090
36 H -2.605 2.685 -11.110  C10 1.090
37 H -1.619 1.419 -11.932  C10 1.090
38 H -0.505 2.995 -13.284  C11 1.090
39 H -1.150 4.381 -12.395  C11 1.090
40 H -3.395 3.732 -13.450  C12 1.090
41 H -2.561 2.548 -14.386  C12 1.090
42 H -2.150 4.023 -15.996  C13 1.090
43 H -0.913 4.739 -14.965  C13 1.090
44 H -2.489 5.435 -15.111  C13 1.090
45 H -0.125 4.821 -10.331  C14 1.090
46 H 0.750 3.774 -11.336  C14 1.090
47 H 2.234 3.053 -9.130  C15 1.090
48 H 1.151 3.971 -8.273  C15 1.090
49 H 2.587 5.538 -10.328  C16 1.090
50 H 3.268 5.237 -8.693  C16 1.090
51 H 0.644 6.742 -9.409  C17 1.090
52 H 2.115 7.391 -9.029  C17 1.090
53 H 1.220 6.605 -7.724  C17 1.090
54 C -9.496 -1.802 -3.186  C55 1.445, H71 1.090, H72 1.090, H73 1.090
55 C -8.099 -1.924 -3.531  C54 1.445, C56 1.668, H74 1.090, H75 1.090
56 C -7.712 -3.505 -3.900  C55 1.668, C57 1.495, H76 1.090, H77 1.090
57 C -6.248 -3.471 -4.204  C56 1.495, P58 1.789, H78 1.090, H79 1.090
58 P -5.375 -5.032 -4.243  C57 1.789, C59 1.857, C63 1.762, C67 1.681
59 C -3.750 -4.825 -5.118  P58 1.857, C60 1.565, H80 1.090, H81 1.090
60 C -2.673 -5.837 -4.604  C59 1.565, C61 1.533, H82 1.090, H83 1.090
61 C -1.368 -5.503 -5.335  C60 1.533, C62 1.501, H84 1.090, H85 1.090
62 C -0.259 -6.438 -4.947  C61 1.501, H86 1.090, H87 1.090, H88 1.090
63 C -5.271 -5.626 -2.587  P58 1.762, C64 1.600, H89 1.090, H90 1.090
64 C -6.600 -5.988 -1.773  C63 1.600, C65 1.527, H91 1.090, H92 1.090
65 C -6.323 -6.756 -0.482  C64 1.527, C66 1.523, H93 1.090, H94 1.090
66 C -5.577 -5.967 0.585  C65 1.523, H95 1.090, H96 1.090, H97 1.090
67 C -6.351 -6.035 -5.174  P58 1.681, C68 1.491, H98 1.090, H99 1.090
68 C -5.871 -7.391 -5.564  C67 1.491, C69 1.621, H100 1.090, H101 1.090
69 C -6.074 -7.674 -7.146  C68 1.621, C70 1.518, H102 1.090, H103 1.090
70 C -7.522 -7.670 -7.603  C69 1.518, H104 1.090, H105 1.090, H106 1.090
71 H -10.091 -2.195 -4.011  C54 1.090
72 H -9.891 -0.787 -3.127  C54 1.090
73 H -9.842 -2.478 -2.404  C54 1.090
74 H -7.584 -1.585 -2.632  C55 1.090
75 H -7.844 -1.323 -4.403  C55 1.090
76 H -8.168 -3.905 -4.805  C56 1.090
77 H -7.891 -4.134 -3.028  C56 1.090
78 H -5.783 -2.696 -3.596  C57 1.090
79 H -5.998 -3.102 -5.198  C57 1.090
80 H -3.463 -3.781 -5.244  C59 1.090
81 H -4.111 -5.268 -6.047  C59 1.090
82 H -2.814 -6.917 -4.564  C60 1.090
83 H -2.434 -5.533 -3.585  C60 1.090
84 H -0.967 -4.513 -5.119  C61 1.090
85 H -1.594 -5.523 -6.401  C61 1.090
86 H 0.653 -6.040 -5.390  C62 1.090
87 H -0.303 -7.519 -5.081  C62 1.090
88 H -0.040 -6.378 -3.881  C62 1.090
89 H -4.689 -4.887 -2.036  C63 1.090
90 H -4.564 -6.445 -2.727  C63 1.090
91 H -7.227 -6.606 -2.415  C64 1.090
92 H -7.237 -5.145 -1.504  C64 1.090
93 H -5.685 -7.609 -0.714  C65 1.090
94 H -7.324 -7.037 -0.156  C65 1.090
95 H -5.996 -4.963 0.530  C66 1.090
96 H -4.493 -5.883 0.512  C66 1.090
97 H -5.873 -6.315 1.575  C66 1.090
98 H -6.557 -5.401 -6.036  C67 1.090
99 H -7.345 -6.113 -4.732  C67 1.090
100 H -6.569 -8.136 -5.182  C68 1.090
101 H -4.855 -7.576 -5.214  C68 1.090
102 H -5.721 -8.668 -7.422  C69 1.090
103 H -5.553 -6.992 -7.818  C69 1.090
104 H -7.612 -7.678 -8.689  C70 1.090
105 H -8.091 -6.924 -7.046  C70 1.090
106 H -7.956 -8.638 -7.353  C70 1.090
107 C 7.108 0.958 5.915  C108 1.525, H124 1.090, H125 1.090, H126 1.090
108 C 6.858 -0.041 7.039  C107 1.525, C109 1.547, H127 1.090, H128 1.090
109 C 8.189 -0.374 7.755  C108 1.547, C110 1.578, H129 1.090, H130 1.090
110 C 8.159 -1.579 8.772  C109 1.578, P111 1.779, H131 1.090, H132 1.090
111 P 9.720 -2.297 9.233  C110 1.779, C112 1.831, C116 1.842, C120 1.806
112 C 10.591 -1.051 10.255  P111 1.831, C113 1.476, H133 1.090, H134 1.090
113 C 11.498 -1.529 11.317  C112 1.476, C114 1.503, H135 1.090, H136 1.090
114 C 12.228 -0.398 11.985  C113 1.503, C115 1.476, H137 1.090, H138 1.090
115 C 13.336 -0.706 12.911  C114 1.476, H139 1.090, H140 1.090, H141 1.090
116 C 9.155 -3.797 10.138  P111 1.842, C117 1.530, H142 1.090, H143 1.090
117 C 8.125 -3.527 11.237  C116 1.530, C118 1.488, H144 1.090, H145 1.090
118 C 7.821 -4.792 11.959  C117 1.488, C119 1.606, H146 1.090, H147 1.090
119 C 7.281 -6.086 11.177  C118 1.606, H148 1.090, H149 1.090, H150 1.090
120 C 10.742 -2.690 7.796  P111 1.806, C121 1.589, H151 1.090, H152 1.090
121 C 10.100 -3.723 6.775  C120 1.589, C122 1.521, H153 1.090, H154 1.090
122 C 9.054 -3.361 5.732  C121 1.521, C123 1.572, H155 1.090, H156 1.090
123 C 9.616 -2.238 4.787  C122 1.572, H157 1.090, H158 1.090, H159 1.090
124 H 7.994 0.690 5.339  C107 1.090
125 H 7.396 1.958 6.238  C107 1.090
126 H 6.379 0.980 5.105  C107 1.090
127 H 6.466 -0.976 6.640  C108 1.090
128 H 6.151 0.371 7.759  C108 1.090
129 H 8.691 0.455 8.254  C109 1.090
130 H 8.930 -0.740 7.045  C109 1.090
131 H 7.687 -2.375 8.196  C110 1.090
132 H 7.546 -1.356 9.645  C110 1.090
133 H 9.867 -0.484 10.841  C112 1.090
134 H 11.024 -0.274 9.626  C112 1.090
135 H 12.303 -2.113 10.870  C113 1.090
136 H 10.965 -2.181 12.009  C113 1.090
137 H 11.546 0.316 12.448  C114 1.090
138 H 12.743 0.280 11.305  C114 1.090
139 H 13.758 0.244 13.237  C115 1.090
140 H 14.131 -1.178 12.334  C115 1.090
141 H 13.043 -1.341 13.747  C115 1.090
142 H 10.081 -4.109 10.621  C116 1.090
143 H 8.725 -4.386 9.327  C116 1.090
144 H 7.276 -3.079 10.722  C117 1.090
145 H 8.532 -2.771 11.909  C117 1.090
146 H 7.164 -4.428 12.750  C118 1.090
147 H 8.789 -4.995 12.418  C118 1.090
148 H 6.202 -5.989 11.050  C119 1.090
149 H 7.347 -6.982 11.794  C119 1.090
150 H 7.880 -6.147 10.269  C119 1.090
151 H 11.749 -3.047 8.009  C120 1.090
152 H 11.012 -1.693 7.446  C120 1.090
153 H 9.711 -4.549 7.370  C121 1.090
154 H 10.924 -4.157 6.207  C121 1.090
155 H 8.093 -3.029 6.125  C122 1.090
156 H 8.879 -4.245 5.120  C122 1.090
157 H 9.962 -1.315 5.253  C123 1.090
158 H 8.894 -1.732 4.146  C123 1.090
159 H 10.345 -2.662 4.096  C123 1.090
160 C -4.498 5.963 1.139  C161 1.554, H177 1.090, H178 1.090, H179 1.090
161 C -4.668 6.722 2.485  C160 1.554, C162 1.547, H180 1.090, H181 1.090
162 C -4.873 5.713 3.640  C161 1.547, C163 1.489, H182 1.090, H183 1.090
163 C -3.719 4.774 3.699  C162 1.489, P164 1.824, H184 1.090, H185 1.090
164 P -3.665 3.644 5.130  C163 1.824, C165 1.812, C169 1.823, C173 1.890
165 C -2.283 2.478 5.246  P164 1.812, C166 1.483, H186 1.090, H187 1.090
166 C -1.901 2.071 6.620  C165 1.483, C167 1.570, H188 1.090, H189 1.090
167 C -1.348 0.603 6.674  C166 1.570, C168 1.452, H190 1.090, H191 1.090
168 C -1.121 0.065 8.004  C167 1.452, H192 1.090, H193 1.090, H194 1.090
169 C -5.223 2.697 5.158  P164 1.823, C170 1.624, H195 1.090, H196 1.090
170 C -5.522 1.837 3.814  C169 1.624, C171 1.588, H197 1.090, H198 1.090
171 C -6.908 1.061 3.799  C170 1.588, C172 1.527, H199 1.090, H200 1.090
172 C -8.148 1.950 3.724  C171 1.527, H201 1.090, H202 1.090, H203 1.090
173 C -3.819 4.763 6.645  P164 1.890, C174 1.553, H204 1.090, H205 1.090
174 C -2.619 5.661 7.051  C173 1.553, C175 1.595, H206 1.090, H207 1.090
175 C -2.791 6.135 8.564  C174 1.595, C176 1.530, H208 1.090, H209 1.090
176 C -2.907 5.033 9.619  C175 1.530, H210 1.090, H211 1.090, H212 1.090
177 H -4.576 6.669 0.311  C160 1.090
178 H -5.246 5.174 1.058  C160 1.090
179 H -3.458 5.662 1.017  C160 1.090
180 H -5.471 7.455 2.401  C161 1.090
181 H -3.767 7.298 2.692  C161 1.090
182 H -5.799 5.139 3.667  C162 1.090
183 H -4.771 6.326 4.536  C162 1.090
184 H -2.817 5.377 3.802  C163 1.090
185 H -3.469 4.081 2.896  C163 1.090
186 H -1.313 2.825 4.890  C165 1.090
187 H -2.360 1.598 4.607  C165 1.090
188 H -2.780 2.030 7.262  C166 1.090
189 H -1.338 2.848 7.136  C166 1.090
190 H -0.337 0.639 6.268  C167 1.090
191 H -1.959 -0.071 6.074  C167 1.090
192 H -0.516 -0.835 7.897  C168 1.090
193 H -1.979 -0.172 8.633  C168 1.090
194 H -0.612 0.894 8.495  C168 1.090
195 H -6.001 3.449 5.293  C169 1.090
196 H -5.179 2.117 6.080  C169 1.090
197 H -4.662 1.176 3.708  C170 1.090
198 H -5.382 2.379 2.879  C170 1.090
199 H -7.092 0.606 4.772  C171 1.090
200 H -6.908 0.348 2.974  C171 1.090
201 H -9.165 1.610 3.918  C172 1.090
202 H -8.140 2.384 2.724  C172 1.090
203 H -7.889 2.765 4.400  C172 1.090
204 H -4.178 4.063 7.399  C173 1.090
205 H -4.747 5.258 6.356  C173 1.090
206 H -2.375 6.422 6.309  C174 1.090
207 H -1.690 5.093 7.002  C174 1.090
208 H -3.716 6.709 8.617  C175 1.090
209 H -1.951 6.794 8.785  C175 1.090
210 H -3.852 4.503 9.501  C176 1.090
211 H -2.901 5.383 10.652  C176 1.090
212 H -2.013 4.420 9.509  C176 1.090
213 C 0.129 -0.342 -0.548  O214 1.451, O215 1.432, C216 1.618, H227 1.090
214 O 0.502 1.024 -0.232  C213 1.451, C220 1.438
215 O -0.738 -0.458 -1.681  C213 1.432
216 C 1.281 -1.440 -0.255  C213 1.618, F217 1.386, F218 1.315, F219 1.368
217 F 1.998 -1.537 -1.437  C216 1.386
218 F 2.090 -1.046 0.704  C216 1.315
219 F 0.970 -2.720 0.112  C216 1.368
220 C 1.371 1.639 -1.198  O214 1.438, C221 1.631, H225 1.090, H226 1.090
221 C 1.801 3.169 -0.832  C220 1.631, H222 1.090, H223 1.090, H224 1.090
222 H 2.507 3.324 -0.016  C221 1.090
223 H 2.321 3.645 -1.663  C221 1.090
224 H 0.999 3.863 -0.578  C221 1.090
225 H 0.999 1.746 -2.217  C220 1.090
226 H 2.242 0.984 -1.152  C220 1.090
227 H -0.485 -0.400 0.351  C213 1.090
228 N 2.065 8.337 4.425  O229 1.218, O230 1.212, O231 1.182
229 O 1.621 7.225 4.206  N228 1.218
230 O 1.323 9.295 4.409  N228 1.212
231 O 3.196 8.500 4.725  N228 1.182